Molecular formula: C15H50F3N22O13
Method: DFT, the ωB97M-V functional and the def2-TZVPD basis

Calculated values
Relative energy (zero: lowest compared OMol25 entry of this formula, charge and spin): 184.0 kcal per mole
HOMO-LUMO gap: 8.33 eV
HOMO energy: -6.908 eV
Charge: -1

Element x y z (Å)
1 C -21.864 -28.964 1.586
2 O -22.273 -28.159 2.703
3 O -21.222 -27.986 0.869
4 C -21.139 -30.304 2.098
5 F -22.095 -31.222 2.544
6 F -20.508 -31.083 1.169
7 F -20.192 -29.985 3.008
8 C -23.136 -28.749 3.674
9 C -23.702 -27.620 4.518
10 H -23.000 -26.852 4.841
11 H -24.389 -26.994 3.949
12 H -24.136 -28.138 5.374
13 H -22.498 -29.318 4.350
14 H -24.004 -29.316 3.336
15 H -22.777 -29.360 1.142
16 C -22.662 -29.218 7.802
17 O -22.231 -29.576 6.743
18 N -23.892 -29.174 8.154
19 N -21.881 -29.039 8.858
20 H -24.610 -29.143 7.445
21 H -24.048 -28.805 9.081
22 H -20.922 -29.289 8.666
23 H -22.171 -28.896 9.815
24 C -24.268 -24.277 6.196
25 O -23.938 -23.015 6.245
26 N -23.780 -25.243 6.856
27 N -25.171 -24.780 5.463
28 H -23.050 -25.248 7.554
29 H -24.332 -26.087 6.905
30 H -25.329 -25.776 5.531
31 H -25.549 -24.200 4.728
32 C -16.957 -33.241 0.297
33 O -16.385 -34.327 0.427
34 N -16.686 -32.314 -0.588
35 N -17.977 -32.774 1.012
36 H -17.156 -31.428 -0.473
37 H -15.806 -32.392 -1.078
38 H -18.503 -32.107 0.466
39 H -18.362 -33.362 1.738
40 C -21.141 -30.522 -2.192
41 O -20.139 -30.997 -1.673
42 N -21.857 -31.004 -3.169
43 N -21.640 -29.326 -1.847
44 H -22.476 -30.370 -3.653
45 H -21.615 -31.805 -3.736
46 H -21.085 -28.817 -1.173
47 H -22.574 -29.005 -2.057
48 C -20.144 -25.470 3.854
49 O -20.015 -24.475 4.528
50 N -19.337 -26.492 3.684
51 N -21.205 -25.672 3.075
52 H -19.722 -27.350 3.317
53 H -18.560 -26.432 4.326
54 H -21.847 -24.925 3.299
55 H -21.395 -26.564 2.643
56 C -18.929 -29.463 6.876
57 O -19.322 -29.864 7.932
58 N -18.010 -28.577 6.532
59 N -19.577 -29.727 5.801
60 H -17.780 -28.609 5.549
61 H -17.336 -28.658 7.280
62 H -19.476 -29.207 4.941
63 H -20.467 -30.189 5.920
64 C -22.405 -34.284 0.084
65 O -21.802 -34.855 0.954
66 N -21.940 -33.196 -0.520
67 N -23.491 -34.614 -0.494
68 H -22.450 -33.307 -1.384
69 H -21.030 -32.803 -0.327
70 H -23.768 -35.540 -0.199
71 H -24.160 -33.889 -0.708
72 C -23.290 -25.028 -0.645
73 O -23.925 -24.507 -1.537
74 N -23.330 -26.264 -0.337
75 N -22.418 -24.485 0.089
76 H -23.767 -26.871 -1.016
77 H -22.710 -26.718 0.318
78 H -22.417 -23.498 -0.123
79 H -21.986 -24.953 0.874
80 C -25.487 -31.474 -0.192
81 O -25.258 -32.348 -0.905
82 N -26.557 -30.792 -0.238
83 N -24.675 -30.885 0.551
84 H -26.398 -29.849 0.089
85 H -27.086 -30.958 -1.082
86 H -23.716 -31.180 0.663
87 H -25.077 -30.325 1.289
88 C -18.898 -25.986 -0.836
89 O -18.181 -25.233 -1.444
90 N -18.924 -26.134 0.415
91 N -19.815 -26.696 -1.459
92 H -18.573 -25.395 1.008
93 H -19.642 -26.750 0.770
94 H -20.611 -26.961 -0.898
95 H -19.773 -26.584 -2.462
96 C -17.131 -29.050 0.280
97 O -16.011 -28.726 0.556
98 N -17.484 -29.672 -0.792
99 N -18.094 -28.916 1.115
100 H -18.432 -29.796 -1.120
101 H -16.753 -29.806 -1.476
102 H -18.966 -29.222 0.709
103 H -17.861 -28.602 2.047

These are the Mulliken partial charges, in e, on atoms 1 to 8: C 0.919; O -0.126; O 1.785; C 0.107; F -0.314; F 0.193; F -0.074; C -0.076



Molecular formula: C15H50F3O13Y
Method: DFT, the ωB97M-V functional and the def2-TZVPD basis

Calculated values
Relative energy (zero: lowest compared OMol25 entry of this formula, charge and spin): 0.0 kcal per mole
HOMO-LUMO gap: 4.52 eV
HOMO energy: -13.467 eV
Charge: +2

Element x y z (Å)
1 Y -1.481 -2.575 2.914
2 C 0.998 -2.079 0.131
3 O 0.299 -1.021 -0.597
4 O 0.252 -2.320 1.351
5 C 0.924 -3.312 -0.883
6 F -0.248 -3.963 -0.891
7 F 1.080 -2.925 -2.152
8 F 1.857 -4.218 -0.692
9 C 0.462 0.329 -0.213
10 C -0.480 1.205 -1.017
11 H -0.356 1.123 -2.097
12 H -1.509 0.938 -0.778
13 H -0.472 2.234 -0.657
14 H 1.497 0.590 -0.436
15 H 0.144 0.410 0.826
16 H 2.037 -1.774 0.261
17 C -2.884 -1.746 -1.202
18 O -3.558 -1.087 -0.163
19 H -3.544 -2.504 -1.623
20 H -2.746 -1.070 -2.045
21 H -2.066 -2.347 -0.805
22 H -3.932 -1.803 0.357
23 C 4.173 1.058 0.936
24 O 4.387 0.081 1.969
25 H 3.445 1.820 1.215
26 H 5.100 1.614 0.798
27 H 3.818 0.492 0.075
28 H 5.270 -0.241 1.771
29 C 2.864 1.561 -3.368
30 O 3.689 2.485 -4.036
31 H 2.593 0.760 -4.055
32 H 3.385 1.112 -2.523
33 H 1.979 2.034 -2.941
34 H 3.887 3.213 -3.442
35 C -0.987 -5.830 1.566
36 O -1.751 -4.741 1.994
37 H -0.430 -6.207 2.424
38 H -1.498 -6.612 1.005
39 H -0.214 -5.483 0.880
40 H -2.578 -4.819 1.514
41 C -1.935 5.592 -1.874
42 O -1.282 6.530 -1.034
43 H -1.396 4.645 -1.896
44 H -2.999 5.431 -1.703
45 H -1.878 6.094 -2.840
46 H -1.868 7.177 -0.634
47 C -2.228 0.886 2.880
48 O -2.011 -0.339 2.109
49 H -2.136 0.584 3.923
50 H -1.460 1.654 2.797
51 H -3.194 1.350 2.679
52 H -2.273 -0.130 1.209
53 C 0.229 -0.995 5.522
54 O 0.094 -1.171 4.110
55 H 1.279 -0.907 5.802
56 H -0.404 -0.155 5.808
57 H -0.180 -1.879 6.010
58 H 0.790 -0.645 3.709
59 C -3.910 1.626 -1.888
60 O -3.856 1.794 -0.524
61 H -4.310 2.523 -2.360
62 H -2.935 1.424 -2.331
63 H -4.492 0.854 -2.390
64 H -3.921 0.877 -0.248
65 C -0.607 -0.471 -4.623
66 O -1.553 0.483 -5.068
67 H -0.249 -1.165 -5.385
68 H 0.177 0.187 -4.248
69 H -0.903 -1.149 -3.823
70 H -2.351 0.016 -5.328
71 C 4.715 -3.285 0.731
72 O 5.720 -2.739 1.649
73 H 4.299 -2.495 0.105
74 H 5.173 -3.938 -0.012
75 H 4.001 -3.978 1.177
76 H 5.579 -3.115 2.521
77 C -0.150 3.870 1.407
78 O 0.138 4.315 2.709
79 H 0.154 4.533 0.596
80 H 0.353 2.919 1.232
81 H -1.227 3.705 1.365
82 H -0.402 5.105 2.786

These are the Mulliken partial charges, in e, on atoms 1 to 8: Y 1.666; C 0.203; O 0.191; O -0.356; C 0.680; F -0.262; F -0.247; F -0.261



Molecular formula: C15H50N2O11
Method: DFT, the ωB97M-V functional and the def2-TZVPD basis

Calculated values
Relative energy (zero: lowest compared OMol25 entry of this formula, charge and spin): 0.0 kcal per mole
⟨S²⟩: 0.7545
Spin multiplicity: 2
HOMO-LUMO gap (spin up / spin down): 9.68 / 3.32 eV
HOMO energy (spin up / spin down): -11.808 / -11.808 eV
Charge: +1

Element x y z (Å)
1 N 6.733 -20.284 -24.724
2 H 6.577 -21.281 -24.671
3 H 6.371 -19.966 -25.612
4 H 7.696 -20.005 -24.605
5 H 6.322 -19.692 -24.017
6 N 5.531 -19.364 -21.699
7 O 4.867 -19.077 -22.665
8 O 6.708 -19.632 -21.802
9 O 4.971 -19.382 -20.604
10 C 10.553 -22.886 -21.209
11 C 10.667 -22.368 -22.630
12 C 9.315 -22.258 -23.277
13 O 11.200 -21.071 -22.640
14 H 10.029 -22.163 -20.584
15 H 11.544 -23.065 -20.794
16 H 9.984 -23.816 -21.223
17 H 11.347 -22.915 -23.284
18 H 8.679 -21.701 -22.589
19 H 8.899 -23.262 -23.357
20 H 9.356 -21.822 -24.275
21 H 12.156 -21.059 -22.719
22 C 2.455 -23.827 -21.000
23 C 3.278 -23.161 -22.074
24 C 2.873 -21.697 -22.235
25 O 4.669 -23.262 -21.778
26 H 2.828 -24.837 -20.832
27 H 1.375 -23.847 -21.145
28 H 2.598 -23.298 -20.057
29 H 3.120 -23.624 -23.048
30 H 3.297 -21.187 -23.099
31 H 3.292 -21.150 -21.391
32 H 1.791 -21.600 -22.139
33 H 4.736 -22.998 -20.857
34 C 1.907 -16.757 -22.712
35 C 1.364 -18.092 -23.099
36 C -0.008 -18.039 -23.841
37 O 2.265 -18.750 -23.922
38 H 1.298 -16.213 -21.990
39 H 1.977 -16.050 -23.538
40 H 2.846 -16.881 -22.174
41 H 1.258 -18.723 -22.216
42 H 0.108 -17.567 -24.817
43 H -0.790 -17.514 -23.292
44 H -0.366 -19.040 -24.080
45 H 3.080 -18.701 -23.416
46 C 8.296 -17.148 -25.941
47 C 9.014 -17.527 -24.735
48 C 8.428 -16.942 -23.495
49 O 9.131 -18.951 -24.614
50 H 8.550 -16.136 -26.256
51 H 7.249 -17.392 -25.761
52 H 8.685 -17.731 -26.775
53 H 10.043 -17.199 -24.883
54 H 7.403 -17.267 -23.318
55 H 8.463 -15.857 -23.595
56 H 9.001 -17.213 -22.608
57 H 9.771 -19.098 -23.913
58 C 3.876 -15.529 -17.411
59 C 4.404 -15.439 -18.887
60 C 5.560 -16.410 -18.948
61 O 3.358 -15.757 -19.733
62 H 4.640 -15.253 -16.684
63 H 3.584 -16.524 -17.075
64 H 3.067 -14.834 -17.187
65 H 4.759 -14.442 -19.149
66 H 5.940 -16.379 -19.970
67 H 5.266 -17.449 -18.805
68 H 6.370 -16.193 -18.251
69 H 3.049 -16.642 -19.522
70 O 2.666 -18.253 -19.212
71 H 2.172 -18.942 -18.768
72 H 3.346 -18.720 -19.698
73 O 9.042 -19.497 -20.658
74 H 8.186 -19.466 -21.085
75 H 9.532 -20.157 -21.148
76 O 6.383 -21.961 -19.788
77 H 6.995 -21.849 -20.516
78 H 5.828 -21.182 -19.820

These are the Mulliken partial charges, in e, on atoms 1 to 8: N 0.027; H 0.419; H 0.419; H 0.200; H -0.028; N 0.898; O -0.842; O -0.247